[1]
{"formula": "C20H19NO4", "method": "ωB97M-V with the def2-TZVPD basis set", "orbital_gap_ev": 9.341, "e_tot_ha": -1129.2223, "smiles": "Cc1cccc(OCCOC(=O)c2c(-c3ccccc3)noc2C)c1", "species": ["C", "C", "C", "C", "C", "C", "O", "C", "C", "O", "C", "O", "C", "C", "C", "C", "C", "C", "C", "C", "N", "O", "C", "C", "C", "H", "H", "H", "H", "H", "H", "H", "H", "H", "H", "H", "H", "H", "H", "H", "H", "H", "H", "H"], "xyz": [[-4.53, -0.63, 3.01], [-4.18, -0.50, 1.56], [-4.99, 0.20, 0.68], [-4.64, 0.32, -0.65], [-3.48, -0.25, -1.13], [-2.65, -0.94, -0.26], [-1.47, -1.54, -0.61], [-0.97, -1.35, -1.91], [0.46, -1.88, -1.94], [1.28, -0.95, -1.25], [2.24, -1.42, -0.45], [2.53, -2.59, -0.35], [2.91, -0.33, 0.26], [2.46, 1.02, 0.43], [1.19, 1.58, -0.04], [1.13, 2.32, -1.22], [-0.08, 2.81, -1.67], [-1.24, 2.59, -0.93], [-1.18, 1.87, 0.25], [0.03, 1.36, 0.69], [3.34, 1.70, 1.11], [4.37, 0.86, 1.40], [4.12, -0.36, 0.91], [5.10, -1.44, 1.11], [-3.01, -1.07, 1.08], [-4.33, -1.64, 3.37], [-5.58, -0.41, 3.17], [-3.94, 0.06, 3.60], [-5.91, 0.65, 1.04], [-5.29, 0.86, -1.33], [-3.23, -0.15, -2.18], [-0.96, -0.28, -2.17], [-1.58, -1.90, -2.64], [0.81, -1.96, -2.97], [0.52, -2.85, -1.45], [2.03, 2.49, -1.78], [-0.13, 3.37, -2.59], [-2.18, 2.98, -1.28], [-2.08, 1.71, 0.83], [0.07, 0.79, 1.61], [5.31, -1.57, 2.17], [6.04, -1.20, 0.61], [4.70, -2.36, 0.70], [-2.35, -1.62, 1.73]]}


[2]
{"formula": "C20H19NO4S2", "method": "ωB97M-V with the def2-TZVPD basis set", "orbital_gap_ev": 8.526, "e_tot_ha": -1925.5323, "smiles": "C=C(S(=O)(=O)c1ccccc1)S(=O)(=O)c1ccccc1.Cc1cccnc1", "species": ["C", "C", "S", "O", "O", "C", "C", "C", "C", "C", "C", "S", "O", "O", "C", "C", "C", "C", "C", "C", "H", "H", "H", "H", "H", "H", "H", "H", "H", "H", "H", "H", "C", "C", "C", "C", "C", "N", "C", "H", "H", "H", "H", "H", "H", "H"], "xyz": [[1.26, -4.69, 1.00], [0.80, -3.44, 1.15], [0.40, -2.44, -0.28], [-0.61, -3.13, -1.05], [0.21, -1.08, 0.16], [1.93, -2.42, -1.25], [2.86, -1.40, -1.04], [4.06, -1.39, -1.76], [4.31, -2.38, -2.71], [3.37, -3.40, -2.92], [2.18, -3.42, -2.20], [0.75, -2.71, 2.80], [1.38, -3.65, 3.70], [-0.57, -2.20, 3.03], [1.87, -1.29, 2.67], [1.36, -0.01, 2.82], [2.23, 1.08, 2.74], [3.59, 0.87, 2.49], [4.09, -0.43, 2.34], [3.23, -1.52, 2.45], [1.34, -5.13, 0.01], [1.54, -5.26, 1.88], [2.64, -0.62, -0.32], [4.77, -0.60, -1.57], [5.24, -2.36, -3.29], [3.56, -4.18, -3.66], [1.44, -4.21, -2.36], [0.29, 0.13, 2.99], [1.83, 2.08, 2.86], [4.27, 1.72, 2.42], [5.14, -0.60, 2.13], [3.59, -2.54, 2.34], [-5.97, -1.93, -0.58], [-4.99, -0.82, -0.34], [-5.43, 0.45, 0.03], [-4.50, 1.46, 0.26], [-3.13, 1.16, 0.10], [-2.72, -0.06, -0.24], [-3.59, -1.03, -0.46], [-5.45, -2.85, -0.86], [-6.58, -2.13, 0.31], [-6.67, -1.68, -1.39], [-6.50, 0.63, 0.14], [-4.78, 2.47, 0.54], [-2.36, 1.92, 0.25], [-3.19, -2.01, -0.75]]}


Q: What is the formula in the second record?
A: C20H19NO4S2